{
  "formula": "C18H65NO21",
  "method": "ωB97M-V/def2-TZVPD",
  "e_homo_ev": -9.54,
  "total_charge": 0,
  "homo_lumo_gap_ev": 9.2,
  "symbols": ["O", "H", "H", "O", "H", "H", "O", "H", "H", "O", "H", "H", "O", "H", "H", "O", "H", "H", "C", "C", "O", "O", "H", "H", "H", "H", "H", "H", "C", "C", "O", "O", "H", "H", "H", "H", "H", "H", "C", "C", "O", "O", "H", "H", "H", "H", "H", "H", "C", "C", "O", "O", "H", "H", "H", "H", "H", "H", "C", "C", "O", "O", "H", "H", "H", "H", "H", "H", "C", "C", "O", "O", "H", "H", "H", "H", "H", "H", "C", "C", "O", "O", "H", "H", "H", "H", "H", "H", "C", "C", "C", "O", "C", "N", "H", "H", "H", "H", "H", "H", "H", "H", "H", "H", "H"],
  "positions_angstrom": [[1.0685, -3.5936, -2.0365], [0.3056, -3.5601, -2.6228], [1.0081, -2.7428, -1.5234], [-0.7356, 0.3622, 4.3972], [-0.2869, 0.9793, 3.8096], [-1.6450, 0.3347, 4.0728], [4.6040, -1.8169, 2.1631], [4.0840, -2.3976, 1.5655], [4.8784, -1.0703, 1.6198], [-0.3153, -2.0820, -4.0439], [0.5946, -1.8019, -3.8676], [-0.7801, -1.2711, -4.2528], [-1.1037, 0.5703, -3.1239], [-1.5807, 0.2164, -3.8804], [-1.6047, 1.3560, -2.8756], [-1.5540, 4.9049, -2.4617], [-1.2513, 4.8268, -1.5488], [-1.9887, 4.0681, -2.6496], [-4.2415, -1.2648, -1.0335], [-3.0368, -0.6219, -0.4131], [-3.3243, -0.2770, 0.9379], [-4.3891, -2.5760, -0.5515], [-4.2499, -1.1960, -2.1318], [-5.1166, -0.6647, -0.7475], [-2.7604, 0.2362, -1.0286], [-2.1240, -1.2180, -0.3223], [-3.1933, -1.0476, 1.4936], [-5.2516, -2.9820, -0.6092], [-4.6214, 2.7436, 1.4299], [-4.9850, 4.2190, 1.3655], [-6.2306, 4.3115, 0.6814], [-3.3960, 2.5094, 2.1338], [-4.5119, 2.2712, 0.4472], [-5.3767, 2.1478, 1.9555], [-4.1296, 4.6971, 0.8819], [-5.1749, 4.5894, 2.3754], [-6.4287, 5.2485, 0.5900], [-3.2915, 1.5489, 2.1357], [2.6449, 1.8621, -5.8952], [3.6698, 0.8610, -5.3756], [3.1539, -0.4483, -5.1029], [2.2350, 1.5169, -7.2102], [3.0633, 2.8640, -5.9498], [1.7825, 1.9195, -5.2217], [4.0331, 1.2637, -4.4216], [4.5925, 0.7895, -5.9512], [2.3956, -0.5383, -5.6914], [1.7935, 0.6844, -7.3662], [-1.9374, 5.4423, 2.9902], [-1.9216, 5.7765, 4.4589], [-2.7178, 6.9292, 4.6934], [-1.5051, 6.5810, 2.2184], [-2.9744, 5.1747, 2.7619], [-1.3098, 4.6294, 2.6229], [-0.9025, 6.0718, 4.7197], [-2.2085, 4.8594, 4.9783], [-3.5706, 6.6850, 5.0615], [-1.5060, 7.3256, 2.8308], [2.0672, -4.8684, 3.4599], [1.8224, -3.6577, 2.5665], [2.6164, -3.5144, 1.4025], [0.9552, -4.8576, 4.3649], [2.9371, -4.6976, 4.0995], [2.1800, -5.7962, 2.8907], [1.8654, -2.8088, 3.2515], [0.7943, -3.6091, 2.1860], [2.5763, -4.3251, 0.8829], [1.2040, -5.3877, 5.1268], [-2.1085, -2.8629, 2.7205], [-3.1073, -2.5669, 3.8000], [-3.7106, -1.2900, 3.6357], [-1.2297, -1.8051, 2.4057], [-2.6311, -3.1525, 1.7933], [-1.5894, -3.8114, 2.8959], [-2.6484, -2.6085, 4.7947], [-3.8460, -3.3761, 3.7705], [-4.1991, -1.0318, 4.4184], [-0.3242, -2.0764, 2.2490], [5.9473, -3.8532, -3.0181], [5.1818, -2.5725, -3.1052], [5.4929, -1.7961, -4.2708], [7.3336, -3.5811, -2.8650], [5.8041, -4.5576, -3.8402], [5.5028, -4.3515, -2.1456], [5.3855, -1.9598, -2.2219], [4.1048, -2.7730, -3.1526], [4.6604, -1.4717, -4.6389], [7.8043, -3.8503, -3.6536], [2.5586, -0.0915, -1.7000], [1.8768, -0.4823, -0.3790], [1.7560, 0.6063, 0.7013], [1.0304, 1.7187, 0.1876], [0.1342, 2.3570, 1.0823], [0.6356, -1.1780, -0.7056], [2.5610, -0.9425, -2.3774], [3.6058, 0.1150, -1.4645], [2.0896, 0.7893, -2.1371], [2.5505, -1.1588, 0.1679], [2.7029, 0.9117, 1.1455], [1.1335, 0.0918, 1.4481], [-0.7382, 1.7481, 1.3485], [-0.2651, 3.1505, 0.4515], [0.6119, 2.7195, 1.9948], [0.1209, -1.2297, 0.1782], [0.1201, -0.4604, -1.2264]]
}

***

{
  "formula": "C2H2Cl3O2P",
  "method": "ωB97M-V/def2-TZVPD",
  "e_homo_ev": -10.29,
  "total_charge": 0,
  "homo_lumo_gap_ev": 10.3,
  "symbols": ["C", "C", "O", "O", "P", "Cl", "Cl", "Cl", "H", "H"],
  "positions_angstrom": [[-0.1720, 2.2000, -0.5873], [0.2731, 0.2482, -0.0003], [-0.3924, 2.4261, -1.7115], [1.7685, 0.9799, 2.2271], [1.8291, 0.4994, 0.8507], [-0.1045, 3.1549, 0.7743], [2.9020, 1.7201, -0.3215], [2.8079, -1.2447, 0.7162], [-0.5427, -0.0253, 0.6476], [0.3321, -0.2777, -0.9382]]
}

***

{
  "formula": "C36H31N11O5Ti",
  "method": "ωB97M-V/def2-TZVPD",
  "e_homo_ev": [-5.73, -5.66],
  "total_charge": 0,
  "homo_lumo_gap_ev": [5.0, 4.9],
  "symbols": ["Ti", "O", "C", "O", "C", "C", "C", "C", "C", "O", "C", "C", "O", "O", "H", "H", "H", "H", "H", "H", "H", "H", "C", "C", "N", "C", "C", "N", "C", "C", "C", "C", "C", "N", "C", "C", "N", "C", "C", "N", "C", "C", "C", "N", "C", "C", "H", "H", "H", "H", "H", "H", "H", "H", "H", "H", "H", "H", "N", "N", "H", "H", "H", "H", "N", "C", "C", "C", "C", "C", "C", "C", "N", "C", "C", "N", "C", "H", "H", "H", "H", "H", "H", "H"],
  "positions_angstrom": [[-0.4785, -0.2501, -1.3673], [-4.2984, 0.2205, -2.6486], [-3.2372, 0.4708, -2.1296], [-2.2471, -0.3609, -1.9796], [-2.9187, 1.9129, -1.6789], [-1.7271, 2.4072, -2.5259], [-1.6265, 3.9329, -2.4241], [-1.0743, 4.1031, -0.9884], [-0.9459, 2.6472, -0.5303], [-0.5844, 1.9572, -1.7550], [-2.3244, 2.0343, -0.2355], [-2.1524, 0.6336, 0.4069], [-3.0852, 0.0663, 0.9212], [-0.9249, 0.1779, 0.3472], [-3.8131, 2.5128, -1.8192], [-1.6888, 2.0059, -3.5364], [-2.5955, 4.4060, -2.5668], [-0.9379, 4.3280, -3.1700], [-1.7368, 4.6747, -0.3412], [-0.0970, 4.5863, -0.9864], [-0.2075, 2.4690, 0.2436], [-2.9455, 2.6393, 0.4210], [0.5948, -0.0558, -5.4919], [0.6019, 0.3046, -4.1787], [0.1367, -0.5223, -3.1993], [-0.3035, -1.7732, -3.6200], [-0.3044, -2.0760, -4.9889], [0.1173, -1.2549, -5.9206], [-0.6895, -2.6644, -2.5644], [-1.2699, -3.9216, -2.7189], [-1.5735, -4.6948, -1.6100], [-1.2596, -4.1808, -0.3336], [-0.6495, -2.9585, -0.2130], [-0.3935, -2.1717, -1.3095], [-0.0766, -2.5692, 1.0791], [-0.6731, -2.8938, 2.3058], [-0.0494, -2.7341, 3.4594], [1.1865, -2.2381, 3.4160], [1.7461, -1.8277, 2.2206], [1.1261, -1.9800, 1.0559], [-2.1540, -6.0397, -1.7412], [-3.1344, -6.3298, -2.6889], [-3.6523, -7.6129, -2.7512], [-3.2591, -8.6066, -1.9608], [-2.3191, -8.3330, -1.0612], [-1.7447, -7.0828, -0.9084], [0.9646, 0.6105, -6.2602], [0.9852, 1.2627, -3.8575], [-0.6631, -3.0376, -5.3385], [-1.4816, -4.3007, -3.7087], [-1.4762, -4.7551, 0.5562], [-1.6879, -3.2704, 2.3512], [1.7095, -2.1428, 4.3592], [2.7321, -1.3759, 2.1854], [-3.5062, -5.5541, -3.3453], [-4.4261, -7.8644, -3.4684], [-2.0134, -9.1639, -0.4346], [-0.9694, -6.9304, -0.1695], [2.3000, 1.1543, -1.5977], [1.5271, 0.2322, -0.8139], [3.2270, 1.2617, -1.1977], [1.8417, 2.0568, -1.5533], [1.4477, 0.5515, 0.1607], [2.0132, -0.6574, -0.7901], [5.5324, 7.6851, 6.7406], [4.9520, 6.8531, 6.2007], [4.2418, 5.8195, 5.5215], [3.1465, 5.1958, 6.1175], [2.4561, 4.2093, 5.4439], [2.8468, 3.8197, 4.1649], [3.9599, 4.4248, 3.5813], [4.6452, 5.4185, 4.2474], [2.1152, 2.8392, 3.4608], [1.0971, 2.0421, 3.9479], [0.6650, 1.2870, 2.9043], [1.3865, 1.5975, 1.7774], [2.2404, 2.5209, 2.1413], [2.8374, 5.4929, 7.1099], [1.6022, 3.7483, 5.9176], [4.3046, 4.1179, 2.6053], [5.5011, 5.8913, 3.7865], [0.7694, 2.0631, 4.9699], [-0.1231, 0.5537, 2.8784], [2.9434, 2.9855, 1.4726]]
}

***

{
  "formula": "C50H54Cl6N9O2V",
  "method": "ωB97M-V/def2-TZVPD",
  "multiplicity": 2,
  "e_homo_ev": [-10.72, -10.72],
  "total_charge": 1,
  "homo_lumo_gap_ev": [4.1, 4.1],
  "symbols": ["O", "V", "C", "C", "C", "O", "H", "H", "H", "H", "H", "H", "H", "N", "C", "C", "C", "C", "C", "H", "H", "H", "H", "H", "N", "C", "C", "C", "C", "C", "H", "H", "H", "H", "H", "N", "C", "C", "C", "C", "C", "H", "H", "H", "H", "H", "N", "C", "C", "C", "C", "C", "H", "H", "H", "H", "H", "N", "C", "C", "C", "C", "C", "H", "H", "H", "H", "H", "N", "C", "C", "C", "C", "C", "H", "H", "H", "H", "H", "N", "C", "C", "C", "C", "C", "H", "H", "H", "H", "H", "N", "C", "C", "C", "C", "C", "H", "H", "H", "H", "H", "N", "C", "C", "C", "C", "C", "H", "H", "H", "H", "H", "C", "Cl", "Cl", "Cl", "H", "C", "Cl", "Cl", "Cl", "H"],
  "positions_angstrom": [[-4.9423, -1.3265, -3.9001], [-5.6631, -1.2906, -2.4463], [0.4365, 1.5293, 1.3745], [-0.2007, 1.2817, -0.0236], [0.8265, 0.7228, -0.9968], [-1.3270, 0.4692, -0.0265], [0.8164, 0.6202, 1.8406], [-0.2774, 2.0132, 2.0411], [1.2850, 2.2114, 1.3200], [-0.4027, 2.2497, -0.4822], [1.0238, -0.3343, -0.8191], [1.7591, 1.2651, -0.8411], [0.4704, 0.9753, -1.9956], [-4.0854, 5.2567, -7.4789], [-3.7270, 6.3498, -6.6946], [-3.8861, 7.6568, -7.0853], [-4.5203, 7.9287, -8.3057], [-4.8343, 6.8497, -9.1404], [-4.5677, 5.5674, -8.7404], [-3.1597, 6.2058, -5.7870], [-3.5608, 8.5178, -6.5202], [-4.8720, 8.9047, -8.6060], [-5.4573, 7.0460, -10.0005], [-4.9884, 4.7556, -9.3153], [-2.5063, 11.6812, 2.1198], [-3.5076, 10.8916, 2.5846], [-3.6120, 9.5719, 2.2511], [-2.6382, 9.0496, 1.3523], [-1.6000, 9.8542, 0.8442], [-1.6290, 11.1898, 1.2246], [-4.2225, 11.3682, 3.2390], [-4.4666, 9.0512, 2.6572], [-2.6617, 8.0071, 1.0710], [-0.9008, 9.4375, 0.1343], [-0.8690, 11.8747, 0.8788], [-7.8667, -2.3113, 2.9051], [-7.1291, -2.9643, 3.8459], [-7.5043, -3.3663, 5.1586], [-8.8177, -3.1328, 5.5132], [-9.6730, -2.4898, 4.6039], [-9.2038, -2.1005, 3.3428], [-6.1148, -3.2059, 3.5645], [-6.7823, -3.7777, 5.8484], [-9.2486, -3.4503, 6.4512], [-10.7197, -2.3549, 4.8329], [-9.8446, -1.5320, 2.6851], [-5.3892, 2.7776, 10.2700], [-5.1061, 3.7824, 11.1367], [-4.5502, 4.9997, 10.7451], [-4.2171, 5.2056, 9.4072], [-4.3592, 4.1931, 8.5262], [-4.9466, 2.9938, 8.9859], [-5.4251, 3.4524, 12.1143], [-4.4490, 5.8069, 11.4555], [-3.7384, 6.1096, 9.0608], [-4.0309, 4.3839, 7.5151], [-5.1882, 2.1563, 8.3481], [1.6651, -7.4671, 3.0885], [2.3980, -6.6969, 2.2696], [3.4156, -7.1885, 1.4672], [3.6617, -8.5943, 1.4790], [2.9518, -9.4047, 2.4005], [1.9604, -8.8037, 3.1863], [2.1357, -5.6508, 2.2127], [3.9714, -6.5402, 0.8061], [4.3595, -9.1136, 0.8388], [3.0870, -10.4755, 2.4378], [1.4766, -9.3163, 4.0046], [8.7557, -3.1911, 4.8779], [7.6736, -2.3448, 4.9055], [7.8038, -0.9659, 4.6370], [9.1130, -0.4914, 4.4245], [10.2085, -1.3910, 4.4848], [9.9811, -2.7182, 4.6213], [6.7158, -2.8155, 5.0710], [6.9466, -0.3112, 4.5809], [9.3481, 0.5384, 4.1994], [11.1994, -0.9724, 4.3883], [10.6928, -3.5280, 4.6847], [8.4280, -4.2353, -3.4417], [8.8985, -3.4108, -2.4510], [8.5983, -2.0411, -2.4173], [7.7927, -1.5243, -3.4679], [7.3081, -2.3652, -4.4292], [7.6445, -3.6630, -4.3726], [9.6967, -3.8680, -1.8850], [8.9715, -1.4046, -1.6287], [7.5552, -0.4732, -3.5391], [6.7265, -1.9971, -5.2614], [7.2561, -4.2370, -5.2009], [1.0179, -2.6050, -9.4119], [0.6368, -2.5965, -8.1177], [0.8794, -3.6518, -7.1981], [1.4842, -4.7799, -7.7130], [1.8108, -4.8570, -9.0724], [1.5803, -3.7536, -9.8533], [0.1451, -1.6704, -7.8591], [0.6127, -3.5630, -6.1554], [1.7488, -5.5970, -7.0582], [2.4075, -5.7117, -9.3551], [1.9447, -3.6929, -10.8682], [-4.3989, -6.2308, -1.5979], [-3.0396, -6.6504, -1.4732], [-2.6022, -7.9797, -1.5688], [-3.5602, -8.9097, -1.7492], [-4.9499, -8.6107, -1.7195], [-5.2515, -7.2887, -1.6187], [-2.2001, -5.9709, -1.4757], [-1.6221, -8.4207, -1.6747], [-3.2147, -9.9272, -1.8568], [-5.7366, -9.3447, -1.8134], [-6.2731, -6.9512, -1.7119], [3.2198, 4.3695, -7.5599], [3.1300, 5.4568, -6.1859], [4.9263, 3.8336, -7.7792], [2.4919, 4.9763, -9.0732], [2.6168, 3.4919, -7.3267], [4.1304, 6.0309, 5.8766], [2.8393, 7.1810, 5.4756], [3.7905, 5.0892, 7.3728], [5.5610, 7.0545, 6.0843], [4.2507, 5.3646, 5.0224]]
}

***

{
  "formula": "C21H29AsBr2N3OV",
  "method": "ωB97M-V/def2-TZVPD",
  "multiplicity": 4,
  "e_homo_ev": [-10.55, -10.88],
  "total_charge": 1,
  "homo_lumo_gap_ev": [7.1, 7.5],
  "symbols": ["V", "C", "C", "N", "N", "C", "O", "C", "C", "C", "C", "C", "C", "C", "C", "C", "C", "C", "N", "H", "H", "H", "H", "H", "H", "H", "H", "H", "H", "H", "H", "Br", "C", "Br", "H", "H", "C", "C", "As", "C", "C", "C", "C", "H", "H", "H", "H", "H", "H", "H", "H", "H", "H", "H", "H", "H", "H", "H"],
  "positions_angstrom": [[0.6986, -1.2571, -0.4329], [3.7176, 1.7674, 0.2926], [2.8622, 0.6610, -0.2225], [1.7671, 0.2703, 0.3293], [1.3102, 0.8192, 1.4926], [0.3795, 0.0256, 2.0032], [-0.0047, -1.0811, 1.4614], [-0.2558, 0.4337, 3.2768], [-0.0532, 1.7062, 3.8078], [-0.6802, 2.0708, 4.9868], [-1.5059, 1.1684, 5.6454], [-1.7081, -0.1005, 5.1211], [-1.0883, -0.4664, 3.9372], [3.2569, -0.1360, -1.4047], [4.3919, 0.1557, -2.1450], [4.7453, -0.6701, -3.2023], [3.9615, -1.7726, -3.4903], [2.8405, -2.0013, -2.7116], [2.4857, -1.2135, -1.6981], [3.2525, 2.2062, 1.1697], [3.8496, 2.5386, -0.4685], [4.7073, 1.3940, 0.5632], [0.5965, 2.3980, 3.2901], [-0.5248, 3.0600, 5.3963], [-1.9917, 1.4550, 6.5688], [-2.3491, -0.8037, 5.6361], [-1.2405, -1.4496, 3.5138], [4.9953, 1.0155, -1.8942], [5.6279, -0.4536, -3.7889], [4.2045, -2.4466, -4.2987], [2.1969, -2.8520, -2.9014], [-0.4341, -3.6497, -0.9867], [0.4134, -4.6161, 0.4799], [2.0432, -3.7699, 1.0295], [0.6283, -5.6122, 0.1162], [-0.2854, -4.6123, 1.3058], [-1.1133, 0.0567, -3.8967], [-2.1800, -0.1351, -2.8244], [-1.4289, 0.0396, -1.0300], [-1.2084, 1.9710, -0.8304], [-2.4767, 2.8134, -0.8260], [-2.9008, -0.4858, 0.1436], [-4.3043, -0.0818, -0.2904], [-1.5203, -0.1273, -4.8909], [-0.2718, -0.6254, -3.7490], [-0.7178, 1.0738, -3.8884], [-2.6265, -1.1301, -2.8873], [-2.9914, 0.5838, -2.9442], [-0.5470, 2.2545, -1.6537], [-0.6342, 2.1162, 0.0869], [-3.1227, 2.5922, -1.6768], [-2.2235, 3.8729, -0.8749], [-3.0519, 2.6564, 0.0865], [-2.6513, -0.0982, 1.1335], [-2.8191, -1.5724, 0.2208], [-4.4436, 0.9982, -0.2753], [-5.0411, -0.5185, 0.3846], [-4.5360, -0.4354, -1.2953]]
}

***

{
  "formula": "C4H7N2",
  "method": "ωB97M-V/def2-TZVPD",
  "e_homo_ev": [-13.74, -11.88],
  "total_charge": 1,
  "homo_lumo_gap_ev": [9.7, 5.0],
  "symbols": ["C", "C", "C", "C", "N", "N", "H", "H", "H", "H", "H", "H", "H"],
  "positions_angstrom": [[0.7471, 1.7776, 1.3239], [0.5231, 0.5221, 1.2410], [0.0756, 1.0354, 2.4663], [-0.8960, -0.1908, -1.7538], [-0.2077, 0.8126, 3.6437], [0.1190, -0.6655, -1.0148], [1.3491, 2.6435, 1.1236], [-1.8627, 0.0299, -1.2926], [-0.7942, 0.2423, -2.8237], [-0.2370, 1.3628, 4.5706], [0.2207, -0.3961, 0.4273], [1.1486, -0.6429, -1.5371], [0.0403, -1.7429, -0.8594]]
}

***

Computed values of E_tot (unit: eV) for the preceding records, in sequence: -64202.39293; -53058.25730; -87581.04275; -171035.29958; -255372.54695; -7226.94407.